68
Properties=species:S:1:pos:R:3 method="wB97M-V/def2-TZVPD" lumo_energy_ha="-0.2834 / -0.2834" e_homo_ev="-14.82 / -14.82" de_lowest_kj_mol=114.2 molar_mass_g_mol=664.71 charge=+2 multiplicity=1 energy_ev=-54946.915 gap_ev="7.10 / 7.10"
Au 0.476 0.390 -0.212
C 0.551 0.901 -4.698
C 1.861 1.278 -4.940
C 2.751 1.349 -3.879
C 2.322 1.027 -2.599
N 1.041 0.663 -2.381
C 0.181 0.612 -3.398
C 3.218 1.089 -1.421
C 4.602 1.188 -1.488
C 5.323 1.213 -0.303
C 4.659 1.125 0.911
C 3.272 1.035 0.902
N 2.605 1.027 -0.245
C 2.436 0.921 2.118
C 2.910 1.250 3.380
C 2.077 1.108 4.479
C 0.773 0.681 4.291
C 0.357 0.398 3.002
N 1.169 0.492 1.956
H -0.176 0.842 -5.495
H 2.188 1.520 -5.942
H 3.767 1.668 -4.051
H -0.836 0.339 -3.152
H 5.115 1.211 -2.438
H 6.402 1.287 -0.326
H 5.215 1.096 1.836
H 3.909 1.640 3.506
H 2.450 1.335 5.469
H 0.090 0.574 5.121
H -0.654 0.076 2.794
C -0.666 -3.332 2.185
Si -0.197 -2.812 0.438
C -0.589 -4.220 -0.744
C 1.673 -2.493 0.255
C -1.015 -1.108 0.088
Si -2.474 -1.096 -1.177
C -3.831 -1.779 -0.047
C -2.808 0.687 -1.723
C -2.225 -2.134 -2.721
H -0.193 -4.293 2.394
H -1.742 -3.467 2.305
H -0.323 -2.618 2.938
H 0.041 -5.074 -0.488
H -0.379 -3.954 -1.780
H -1.628 -4.548 -0.669
H 2.198 -3.448 0.328
H 2.054 -1.836 1.040
H 1.906 -2.058 -0.720
H -1.415 -0.717 1.031
H -4.096 -1.052 0.724
H -3.516 -2.700 0.447
H -4.728 -2.000 -0.628
H -2.022 1.381 -1.425
H -3.740 1.043 -1.280
H -2.929 0.748 -2.805
H -2.373 -3.197 -2.535
H -1.226 -2.002 -3.144
H -2.944 -1.834 -3.486
N -4.100 3.609 2.230
C -2.985 2.680 2.374
C -2.099 2.714 1.121
O -2.535 3.492 0.173
O -1.066 2.069 1.032
H -4.020 4.418 2.831
H -4.997 3.177 2.403
H -3.375 3.884 0.530
H -3.341 1.652 2.468
H -2.352 2.885 3.238

=====

95
Properties=species:S:1:pos:R:3 method="wB97M-V/def2-TZVPD" lumo_energy_ha=0.0546 e_homo_ev=-4.03 molar_mass_g_mol=995.15 charge=-1 multiplicity=1 energy_ev=-129200.923 gap_ev=5.52
C 8.242 3.746 0.452
C 7.436 2.412 0.994
C 6.329 2.732 2.179
C 5.081 3.614 1.575
C 3.742 2.769 1.191
B 3.647 2.188 -0.334
C 4.401 3.065 -1.494
B 3.848 4.585 -1.735
O 4.885 5.677 -1.735
O 2.464 5.012 -2.007
P 1.791 1.785 -0.803
C 1.595 1.766 -2.739
C 0.598 3.135 -0.188
C -0.548 2.440 0.800
S 4.487 0.464 -0.397
O 3.421 -0.645 -0.752
O 5.551 0.378 -1.539
F 5.180 -0.010 1.094
H 9.046 3.431 -0.367
H 8.837 4.321 1.292
H 7.513 4.495 -0.124
H 6.955 1.902 0.044
H 8.254 1.657 1.386
H 6.910 3.389 2.990
H 6.005 1.754 2.751
H 4.762 4.359 2.455
H 5.521 4.297 0.736
H 3.670 1.862 1.963
H 2.812 3.464 1.469
H 4.410 2.518 -2.545
H 5.545 3.137 -1.175
H 4.651 6.377 -1.058
H 2.153 5.521 -1.181
H 1.888 0.694 -3.175
H 0.489 2.035 -3.060
H 2.294 2.533 -3.280
H 1.095 4.083 0.282
H -0.016 3.530 -1.133
H -1.548 2.195 0.195
H -0.788 3.189 1.667
H -0.114 1.425 1.222
C -5.768 -0.693 -1.594
C -5.766 -2.015 -0.808
C -5.303 -1.899 0.639
F -4.026 -1.465 0.737
F -5.337 -3.114 1.250
F -5.036 -2.938 -1.491
F -7.053 -2.487 -0.809
O -4.632 -0.456 -2.427
C -3.506 0.129 -1.774
C -2.274 -0.784 -1.788
F -2.521 -1.965 -1.166
F -1.232 -0.211 -1.128
F -3.863 0.515 -0.526
F -3.238 1.275 -2.457
H -6.610 -0.753 -2.295
H -6.003 0.171 -0.961
H -5.945 -1.224 1.211
H -1.956 -1.001 -2.811
C -11.437 -0.431 2.610
C -10.845 -0.987 3.916
C -9.958 -0.013 4.682
F -8.870 0.361 3.969
F -9.484 -0.591 5.819
F -10.192 -2.150 3.650
F -11.898 -1.329 4.723
O -10.748 -0.784 1.409
C -9.645 0.054 1.067
C -8.310 -0.700 1.059
F -8.034 -1.240 2.274
F -7.277 0.135 0.764
F -9.636 1.136 1.882
F -9.914 0.528 -0.179
H -12.426 -0.893 2.500
H -11.644 0.644 2.667
H -10.509 0.885 4.973
H -8.319 -1.509 0.324
C 4.718 -5.831 -0.330
C 4.324 -6.313 -1.737
C 5.492 -6.745 -2.615
F 6.358 -5.734 -2.853
F 5.047 -7.156 -3.833
F 3.574 -5.354 -2.344
F 3.491 -7.388 -1.575
O 4.814 -4.415 -0.157
C 6.066 -3.837 -0.522
C 5.943 -2.842 -1.682
F 5.441 -3.433 -2.795
F 7.158 -2.337 -2.026
F 6.960 -4.825 -0.766
F 6.515 -3.195 0.591
H 3.901 -6.130 0.338
H 5.596 -6.355 0.063
H 6.042 -7.577 -2.167
H 5.286 -2.009 -1.417

=====

74
Properties=species:S:1:pos:R:3 method="wB97M-V/def2-TZVPD" lumo_energy_ha=-0.0937 e_homo_ev=-10.61 de_lowest_kj_mol=63.2 molar_mass_g_mol=644.80 charge=+1 multiplicity=1 energy_ev=-54526.505 gap_ev=8.06
Cd -0.003 -0.072 0.353
O 0.758 -1.225 -1.399
C 1.235 -1.789 -2.348
O 1.010 -3.029 -2.705
B 1.510 -3.220 -4.098
O 2.149 -1.909 -4.423
C 2.200 -1.162 -3.364
O 2.692 -0.072 -3.265
O 0.490 -3.559 -5.085
C 0.730 -4.754 -5.608
O 0.084 -5.389 -6.366
C 2.046 -5.234 -4.993
O 2.501 -4.300 -4.172
O 2.541 -6.312 -5.143
C -0.744 3.820 5.041
C -1.747 2.664 5.009
C -2.433 2.484 3.650
C -1.560 1.879 2.629
N -0.844 1.435 1.856
H -0.260 3.894 6.014
H -1.238 4.780 4.883
H 0.048 3.672 4.305
H -2.552 2.900 5.708
H -1.258 1.798 5.456
H -2.726 3.468 3.281
H -3.349 1.899 3.717
C 3.314 3.301 -2.789
C 2.814 4.361 -1.797
C 1.369 4.121 -1.395
C 1.126 2.767 -0.869
N 1.047 1.678 -0.521
H 2.701 3.337 -3.693
H 3.319 2.292 -2.384
H 4.311 3.608 -3.106
H 2.848 5.294 -2.357
H 3.425 4.329 -0.896
H 0.694 4.174 -2.258
H 0.976 4.834 -0.667
C -2.359 4.678 -1.249
C -2.798 3.808 -2.438
C -3.543 2.563 -1.973
C -2.633 1.574 -1.378
N -1.925 0.775 -0.968
H -1.884 4.110 -0.448
H -3.246 5.086 -0.751
H -1.789 5.508 -1.659
H -1.890 3.498 -2.973
H -3.292 4.365 -3.233
H -4.065 2.015 -2.760
H -4.272 2.899 -1.234
C 3.037 -3.616 2.711
C 3.179 -2.588 3.832
C 3.538 -1.198 3.307
C 2.597 -0.732 2.267
N 1.847 -0.421 1.463
H 2.910 -4.659 3.001
H 3.885 -3.582 2.023
H 2.140 -3.444 2.107
H 3.881 -2.955 4.576
H 2.217 -2.482 4.342
H 4.459 -1.307 2.719
H 3.676 -0.395 4.025
C -2.704 -5.042 -0.500
C -2.925 -4.897 1.007
C -3.082 -3.478 1.535
C -1.953 -2.592 1.313
N -1.079 -1.875 1.146
H -1.961 -4.329 -0.872
H -3.602 -4.685 -1.012
H -2.435 -6.050 -0.788
H -2.140 -5.407 1.569
H -3.832 -5.452 1.255
H -3.186 -3.484 2.627
H -3.997 -2.977 1.210

=====

68
Properties=species:S:1:pos:R:3 method="wB97M-V/def2-TZVPD" lumo_energy_ha=0.0191 e_homo_ev=-8.22 de_lowest_kj_mol=0.0 molar_mass_g_mol=461.56 charge=0 multiplicity=1 energy_ev=-42213.489 gap_ev=8.73 smiles="CCOc1cc2[nH]c(=O)n(C[C@H]3CC[C@H](C(=O)NCCCOC)CC3)c(=O)c2cc1OCC"
C 3.413 2.199 -3.950
C 3.159 1.076 -2.957
O 2.880 1.672 -1.703
C 2.433 0.896 -0.698
C 2.372 -0.484 -0.728
C 1.816 -1.183 0.341
N 1.677 -2.552 0.316
C 0.917 -3.270 1.206
O 0.755 -4.462 1.066
N 0.376 -2.545 2.250
C -0.526 -3.253 3.148
C -2.027 -3.110 2.821
C -2.381 -3.499 1.378
C -2.073 -2.437 0.313
C -2.109 -1.011 0.867
C -2.445 -0.002 -0.221
O -3.343 -0.157 -1.025
N -1.695 1.125 -0.160
C -1.835 2.207 -1.105
C -0.777 2.182 -2.212
C -0.849 0.897 -3.034
O -0.172 -0.139 -2.349
C -0.437 -1.405 -2.895
C -3.141 -0.945 1.994
C -2.616 -1.731 3.197
C 0.700 -1.224 2.546
O 0.387 -0.719 3.606
C 1.369 -0.501 1.467
C 1.474 0.896 1.521
C 1.985 1.601 0.456
O 2.079 2.952 0.377
C 1.647 3.726 1.480
C 1.869 5.188 1.128
H 4.248 2.808 -3.614
H 3.644 1.784 -4.927
H 2.533 2.831 -4.027
H 2.301 0.470 -3.273
H 4.044 0.430 -2.878
H 2.716 -1.035 -1.588
H 2.057 -3.079 -0.458
H -0.341 -2.880 4.158
H -0.254 -4.309 3.092
H -2.498 -3.861 3.465
H -1.859 -4.423 1.123
H -3.451 -3.713 1.358
H -2.821 -2.508 -0.479
H -1.100 -2.622 -0.144
H -1.140 -0.740 1.289
H -0.858 1.122 0.402
H -2.831 2.107 -1.544
H -1.776 3.157 -0.563
H 0.221 2.268 -1.781
H -0.946 3.035 -2.870
H -1.899 0.614 -3.190
H -0.382 1.046 -4.022
H 0.120 -2.129 -2.302
H -1.506 -1.639 -2.843
H -0.113 -1.464 -3.942
H -4.087 -1.353 1.637
H -3.314 0.092 2.289
H -3.434 -1.865 3.908
H -1.851 -1.136 3.695
H 1.117 1.380 2.416
H 2.221 3.457 2.376
H 0.582 3.540 1.678
H 1.549 5.819 1.951
H 1.303 5.445 0.237
H 2.922 5.365 0.929

=====

66
Properties=species:S:1:pos:R:3 method="wB97M-V/def2-TZVPD" lumo_energy_ha=0.0155 e_homo_ev=-7.49 de_lowest_kj_mol=22.5 molar_mass_g_mol=425.58 charge=0 multiplicity=1 energy_ev=-37003.753 gap_ev=7.91 smiles="Cc1cc(N2CCN(C)CC2)nc2ccc(NC(=O)CCC(=O)NCCC(C)C)cc12"
C -2.412 -3.592 -2.074
C -2.609 -2.585 -0.982
C -3.856 -2.126 -0.674
C -4.039 -1.171 0.368
N -5.279 -0.752 0.752
C -5.385 0.302 1.739
C -5.549 1.658 1.052
N -6.726 1.633 0.199
C -6.991 2.924 -0.396
C -6.597 0.590 -0.801
C -6.442 -0.765 -0.102
N -3.015 -0.710 1.061
C -1.776 -1.148 0.787
C -0.705 -0.640 1.550
C 0.581 -1.043 1.324
C 0.857 -1.983 0.314
N 2.159 -2.436 0.045
C 3.324 -2.164 0.684
O 3.431 -1.423 1.642
C 4.501 -2.917 0.074
C 5.846 -2.500 0.675
C 6.270 -1.138 0.130
O 6.978 -1.024 -0.852
N 5.799 -0.100 0.846
C 5.944 1.271 0.415
C 4.642 1.802 -0.189
C 4.759 3.228 -0.737
C 4.975 4.248 0.379
C 3.498 3.581 -1.525
C -0.170 -2.490 -0.452
C -1.497 -2.092 -0.237
H -1.757 -3.192 -2.847
H -3.364 -3.854 -2.529
H -1.957 -4.499 -1.678
H -4.704 -2.507 -1.221
H -6.264 0.100 2.358
H -4.482 0.291 2.347
H -4.633 1.880 0.476
H -5.684 2.438 1.804
H -7.907 2.865 -0.981
H -6.175 3.267 -1.053
H -7.130 3.658 0.397
H -5.723 0.759 -1.459
H -7.499 0.585 -1.418
H -7.319 -0.935 0.530
H -6.387 -1.561 -0.841
H -0.932 0.078 2.322
H 1.392 -0.655 1.916
H 2.212 -3.085 -0.729
H 4.337 -3.984 0.250
H 4.518 -2.751 -1.006
H 5.767 -2.466 1.762
H 6.607 -3.226 0.388
H 5.081 -0.293 1.533
H 6.243 1.874 1.277
H 6.741 1.289 -0.331
H 4.353 1.133 -1.004
H 3.853 1.765 0.566
H 5.617 3.266 -1.418
H 5.917 4.074 0.893
H 4.997 5.255 -0.032
H 4.167 4.192 1.105
H 2.623 3.536 -0.880
H 3.572 4.587 -1.934
H 3.352 2.887 -2.350
H 0.052 -3.209 -1.228

=====

69
Properties=species:S:1:pos:R:3 method="wB97M-V/def2-TZVPD" lumo_energy_ha=-0.0144 e_homo_ev=-9.32 molar_mass_g_mol=486.56 charge=0 multiplicity=1 energy_ev=-49829.042 gap_ev=8.93 smiles="O=P(O)(O)c1cccc2nccnc12.CCCC#N.CCCC#N.CCCC#N.CCCC#N"
O 0.103 -5.924 -2.343
P 0.207 -4.696 -3.163
O 0.535 -5.155 -4.678
O -1.244 -3.972 -3.118
C 1.525 -3.675 -2.400
C 2.699 -4.340 -2.150
C 3.776 -3.618 -1.556
C 3.633 -2.305 -1.207
C 2.426 -1.583 -1.453
N 2.389 -0.270 -1.065
C 1.235 0.259 -1.394
C 0.149 -0.406 -2.057
N 0.200 -1.673 -2.381
C 1.381 -2.286 -2.072
H 0.989 -6.004 -4.563
H -1.301 -3.670 -2.197
H 2.797 -5.392 -2.424
H 4.736 -4.099 -1.365
H 4.488 -1.813 -0.743
H 1.085 1.311 -1.131
H -0.766 0.136 -2.310
C -3.882 0.203 -0.363
C -3.929 0.486 1.134
C -3.271 1.820 1.502
C -1.853 1.813 1.102
N -0.746 1.809 0.784
H -2.858 0.117 -0.724
H -4.382 -0.736 -0.587
H -4.380 0.994 -0.928
H -3.433 -0.329 1.667
H -4.969 0.499 1.468
H -3.334 1.990 2.578
H -3.775 2.648 0.999
C 1.571 0.930 3.316
C 2.429 1.918 4.097
C 2.554 1.558 5.581
C 1.226 1.551 6.222
N 0.185 1.547 6.715
H 0.542 0.912 3.683
H 1.533 1.210 2.264
H 1.978 -0.082 3.385
H 1.999 2.918 3.996
H 3.421 1.950 3.658
H 3.186 2.284 6.094
H 3.008 0.573 5.698
C 4.956 6.663 1.192
C 3.556 6.148 1.509
C 3.488 5.386 2.837
C 4.374 4.210 2.799
N 5.083 3.303 2.759
H 5.668 5.844 1.078
H 4.952 7.223 0.256
H 5.318 7.326 1.982
H 3.222 5.500 0.696
H 2.865 6.992 1.551
H 2.467 5.050 3.026
H 3.790 6.030 3.664
C -6.662 -3.043 -3.170
C -5.582 -3.705 -4.019
C -4.211 -3.723 -3.336
C -3.764 -2.339 -3.073
N -3.425 -1.256 -2.875
H -6.434 -1.992 -2.981
H -7.625 -3.079 -3.682
H -6.771 -3.549 -2.209
H -5.510 -3.181 -4.975
H -5.881 -4.732 -4.238
H -3.477 -4.215 -3.971
H -4.259 -4.269 -2.392